[1]
16
Properties=species:S:1:pos:R:3:forces:R:3:lowdin_charge:R:1 method="wB97M-V/def2-TZVPD" e_above_lowest_ev=0.752 charge=+1 homo_ev=-13.1 e_lumo_ev=-3.13
C -0.74517 -0.27389 -0.92405 0.67 0.64 -2.26 -0.44
C 0.32825 0.47107 1.24688 -4.60 1.61 0.83 -0.72
N -0.70987 -0.11477 -2.29239 1.32 0.79 1.48 0.19
N -1.55484 -1.17827 -0.43504 -1.42 -3.10 -2.03 0.19
N 1.36979 1.31539 1.44440 3.68 1.50 0.48 -0.03
N 0.09629 0.46120 -0.22716 0.40 -0.07 0.91 0.07
S 0.52516 -1.28649 1.94420 -1.85 1.30 1.18 0.76
H -0.67150 1.30512 1.70222 2.37 -3.67 -0.78 0.23
H -1.39440 -0.50363 -2.86107 -1.51 -1.05 -0.67 0.09
H -0.34197 0.72406 -2.73111 0.29 -0.23 0.60 0.13
H -1.77587 -2.05436 -1.03702 0.30 2.47 1.28 0.20
H -1.86589 -1.26826 0.49916 0.40 0.13 1.02 0.09
H 1.66169 1.63354 2.40522 -0.99 -0.79 -1.44 0.14
H 2.19273 0.93289 0.97063 0.19 0.37 0.47 0.10
H 0.79895 0.97238 -0.74726 -0.33 0.29 0.04 0.16
H 1.44253 -1.67295 1.12203 1.10 -0.18 -1.13 -0.17

---

[2]
14
Properties=species:S:1:pos:R:3:forces:R:3:lowdin_charge:R:1 method="wB97M-V/def2-TZVPD" e_above_lowest_ev=3.180 charge=0 homo_ev=-9.1 smiles="[H]/N=C(/CC)NO" e_lumo_ev=0.81
H -0.54832 -1.67932 1.85846 -0.32 0.36 0.34 0.04
N 0.07984 -1.62761 1.07621 1.10 -1.25 -0.95 0.13
C 0.18431 -0.51817 0.49709 -1.22 2.22 1.17 -0.47
C 0.96083 -0.22253 -0.75585 -2.06 -1.80 -0.86 -0.15
C -0.05163 -0.37203 -2.00940 -0.19 -1.28 0.84 -0.08
N -0.55353 0.58584 1.04422 -0.16 -0.84 -0.90 -0.05
O -0.37747 1.83661 0.44506 -1.29 0.55 -1.66 -0.10
H 1.36492 0.78309 -0.73496 0.47 -0.25 0.01 0.10
H 1.61942 -1.09976 -0.74271 0.54 0.73 -0.56 0.11
H -0.71936 -1.30764 -1.92090 1.51 1.03 -0.07 0.10
H -0.81659 0.39781 -2.02897 0.22 0.57 0.02 0.04
H 0.47898 -0.37507 -2.97947 -0.24 -0.03 0.58 0.06
H -0.51820 0.63738 2.05300 0.01 0.40 -0.13 0.13
H -1.08629 1.91946 -0.29897 1.63 -0.41 2.16 0.14

---

[3]
80
Properties=species:S:1:pos:R:3:forces:R:3:lowdin_charge:R:1 method="wB97M-V/def2-TZVPD" spin_multiplicity=2 charge=-2 homo_ev="1.2 / -2.0" e_lumo_ev="4.23 / 4.23"
Hg 2.03291 -0.78116 -1.10402 0.06 -0.11 -0.80 1.18
O 0.18764 -4.63455 -1.51648 -0.06 -0.12 0.02 -0.08
C 0.45115 -3.40659 -1.57296 -0.06 0.08 -0.01 -0.56
N 1.19124 -2.77660 -0.63541 0.10 0.12 0.24 -0.10
C 1.66235 -3.61039 0.42444 -0.06 -0.02 -0.05 -0.23
C 2.63428 -2.93244 1.36105 0.04 0.05 0.02 -0.26
C 2.91007 -3.50386 2.60753 0.04 0.04 0.08 -0.05
C 3.77543 -2.86247 3.47100 -0.04 0.00 -0.05 -0.10
C 4.33730 -1.64705 3.08903 -0.01 -0.05 0.01 -0.09
C 4.01265 -1.14941 1.84138 -0.06 -0.03 -0.01 -0.13
N 3.20732 -1.79354 0.99642 -0.04 0.00 0.13 0.07
C -0.05994 -2.56950 -2.66481 -0.03 -0.01 0.01 -0.27
C -0.87449 -3.14144 -3.64965 -0.01 -0.01 -0.08 -0.09
C -1.39522 -2.38895 -4.67508 0.00 -0.02 0.04 -0.15
C -1.06695 -0.99181 -4.70594 -0.04 -0.02 -0.02 -0.14
C -0.25666 -0.49376 -3.71616 0.06 0.10 0.01 -0.22
N 0.25338 -1.20509 -2.70170 -0.09 -0.05 0.20 -0.03
H 2.13492 -4.52713 0.03487 0.02 0.01 0.03 0.12
H 0.83192 -3.97680 1.05003 -0.01 -0.05 -0.02 0.11
H 2.42123 -4.42990 2.88591 0.00 -0.01 0.00 0.11
H 3.99333 -3.28774 4.44450 0.00 0.00 0.00 0.09
H 4.99301 -1.09196 3.74706 -0.01 0.00 0.00 0.09
H 4.37701 -0.18544 1.50295 0.00 0.01 -0.02 0.11
H -1.07192 -4.20250 -3.56228 -0.01 -0.02 0.01 0.09
H -2.02422 -2.83631 -5.43617 -0.01 -0.01 0.00 0.06
H -1.43686 -0.33400 -5.48226 0.01 0.02 0.00 0.06
H 0.02175 0.55695 -3.73224 0.01 0.01 0.02 0.09
C 3.67137 1.31595 -2.38221 -0.06 0.02 0.08 -0.19
C 3.81587 -0.12425 -2.42389 0.24 0.08 0.18 -0.33
C 3.47771 -0.51816 -3.76840 -0.08 -0.06 0.01 -0.20
C 3.07542 0.59804 -4.46040 -0.01 0.04 -0.02 -0.18
C 3.19285 1.73717 -3.60211 -0.03 -0.01 -0.03 -0.18
H 3.88682 1.93237 -1.51990 0.01 0.01 0.01 0.08
H 4.57026 -0.64490 -1.83646 -0.04 0.01 0.00 0.07
H 3.46826 -1.53551 -4.13305 0.02 -0.01 -0.01 0.08
H 2.67184 0.60697 -5.46426 -0.01 -0.01 -0.01 0.07
H 2.90912 2.75046 -3.85711 0.01 0.01 0.00 0.07
O 2.90032 2.71010 0.99207 0.04 0.04 0.09 -0.04
C 1.94424 2.12692 0.46847 -0.09 -0.01 -0.17 -0.73
O 1.70463 0.87981 0.49455 0.17 -0.07 0.26 -0.18
C 0.90914 2.96891 -0.29439 -0.04 0.02 0.03 -0.18
C -0.33230 2.18520 -0.70219 0.06 -0.05 0.04 -0.26
Ge -1.42426 1.40292 0.72307 -0.13 0.02 -0.14 1.04
C -2.78546 0.30333 -0.16246 -0.05 0.07 0.05 -0.25
C -4.08978 0.77243 -0.32448 -0.01 -0.06 0.08 -0.12
C -5.03404 0.02892 -1.02011 -0.01 -0.02 0.00 -0.12
C -4.68210 -1.19538 -1.57233 -0.02 0.02 -0.01 -0.10
C -3.38656 -1.67079 -1.43059 0.01 -0.06 -0.04 -0.07
C -2.44845 -0.92723 -0.72818 0.13 0.07 -0.10 -0.10
C -0.65559 0.41108 2.22167 0.08 0.09 -0.01 -0.27
C 0.19011 1.07604 3.11132 -0.01 -0.02 -0.01 -0.11
C 0.75351 0.41572 4.18920 0.01 -0.02 0.01 -0.09
C 0.47715 -0.92989 4.40037 0.03 0.00 0.02 -0.11
C -0.36611 -1.60086 3.53110 0.02 -0.02 -0.03 -0.10
C -0.92826 -0.93279 2.44806 -0.06 -0.02 -0.01 -0.09
C -2.41225 2.87923 1.60064 0.00 -0.01 0.00 -0.26
C -3.15299 2.63281 2.75837 0.04 0.00 -0.01 -0.11
C -3.89323 3.63431 3.36917 -0.02 0.04 0.00 -0.11
C -3.90118 4.91674 2.83391 0.00 0.00 0.00 -0.12
C -3.16393 5.18528 1.69002 0.00 0.01 0.02 -0.11
C -2.42957 4.17308 1.08245 0.00 -0.02 0.00 -0.10
H 1.42257 3.34303 -1.18585 0.00 0.03 0.01 0.11
H 0.66452 3.84225 0.31833 0.01 0.01 0.00 0.10
H -0.04921 1.35287 -1.35045 -0.06 -0.01 -0.01 0.04
H -1.02332 2.80972 -1.27998 -0.01 -0.01 -0.02 0.07
H -4.37495 1.72888 0.10015 -0.01 0.02 0.00 0.09
H -6.04179 0.41109 -1.14031 -0.01 0.00 0.00 0.09
H -5.41148 -1.76949 -2.13220 0.00 0.00 0.00 0.09
H -3.08433 -2.60162 -1.89450 0.02 0.01 0.01 0.10
H -1.42854 -1.29450 -0.67836 0.02 -0.04 0.03 0.09
H 0.43930 2.11823 2.94680 0.02 0.02 -0.01 0.11
H 1.42928 0.94402 4.85077 0.01 0.01 0.01 0.10
H 0.93312 -1.45542 5.23116 0.01 -0.01 0.01 0.09
H -0.57664 -2.65304 3.67886 0.00 -0.03 0.00 0.09
H -1.57892 -1.47866 1.77575 0.01 0.00 -0.04 0.09
H -3.14185 1.63791 3.19091 -0.01 -0.01 0.01 0.10
H -4.46295 3.41745 4.26553 0.00 0.00 0.00 0.09
H -4.47573 5.70308 3.30960 0.00 0.00 0.00 0.09
H -3.15731 6.18476 1.27060 0.00 0.00 0.00 0.09
H -1.85696 4.39884 0.19027 0.00 0.00 -0.02 0.09